--- P ---
12
Properties=species:S:1:pos:R:3 method="wB97M-V/def2-TZVPD" gap_ev=9.0
C -0.75910 1.41817 0.25162
C 0.03916 0.07775 0.40097
I 0.17353 -0.48086 2.60819
C 1.20438 -0.51357 -0.36490
C -0.04106 -1.27788 -0.32078
I -1.26137 -1.27609 -2.19791
H -1.74702 1.10346 0.06412
H -0.24064 1.93018 -0.56856
H -0.71348 1.86907 1.14319
H 2.04524 -0.75471 0.11063
H 1.49784 0.06572 -1.25600
H -0.19749 -2.16125 0.12943


--- Q ---
12
Properties=species:S:1:pos:R:3 method="wB97M-V/def2-TZVPD" gap_ev=8.4
C -1.43032 -0.88258 1.36455
C -0.63333 -0.36523 0.46414
C 1.13541 0.31443 -1.24200
C 0.05618 -0.48004 -0.61898
I 1.32923 1.58891 1.84178
I -1.18961 -1.66281 -2.06749
H -2.17633 -0.16567 1.87250
H -1.24479 -1.80066 1.79377
H 2.06841 0.14658 -0.80425
H 1.15715 0.11086 -2.32976
H 0.63289 1.30159 -1.20252
H 0.29509 1.89462 0.92827


Of them, Q has the lowest stability.


--- P ---
4
Properties=species:S:1:pos:R:3 method="wB97M-V/def2-TZVPD" gap_ev=8.1
C 0.31509 0.05364 -0.02725
C 1.52121 0.48644 0.01507
O -0.45236 -0.96653 0.00408
S -1.38395 0.42644 0.00811


--- Q ---
4
Properties=species:S:1:pos:R:3 method="wB97M-V/def2-TZVPD" gap_ev="7.4 / 7.4"
C 0.60696 0.25887 -0.27845
C -0.88439 -0.12174 0.37565
O 1.59111 -0.41748 -0.19484
S 0.12465 -0.15572 1.51904


Of them, P has the lowest stability.


--- P ---
10
Properties=species:S:1:pos:R:3 method="wB97M-V/def2-TZVPD" gap_ev=7.8
C 1.03217 2.13531 0.06579
C -0.66553 -0.09768 0.40898
N 0.05562 -1.26300 -0.28747
O 1.83908 1.41215 -0.38125
O 0.29428 2.98194 0.36598
Br -2.68725 -0.48811 0.10636
H -0.54536 -0.24975 1.43110
H 1.11178 -1.25981 -0.04270
H -0.42063 -2.10543 -0.32753
H -0.01415 -1.06562 -1.33927


--- Q ---
10
Properties=species:S:1:pos:R:3 method="wB97M-V/def2-TZVPD" gap_ev=9.2
C -1.87122 0.49431 -0.04290
O -0.54276 -0.51789 -0.11991
N 0.80040 -0.00759 -0.05977
O 0.85062 1.20873 -0.04448
C 1.89235 -0.85512 0.06301
Br 3.57745 -0.07894 -0.00896
H -2.16606 0.40803 1.01798
H -2.68982 -0.17633 -0.45880
H -1.68184 1.36026 -0.65151
H 1.83087 -1.83547 0.30536


Of them, Q has the lowest stability.


--- P ---
22
Properties=species:S:1:pos:R:3 method="wB97M-V/def2-TZVPD" gap_ev=8.4 charge=+1
C -3.40900 0.11133 -0.55358
C -3.21818 -0.63639 0.64563
C -2.15923 0.38612 -1.06589
C -1.90229 -0.94238 0.72983
C 2.51571 -0.94765 -0.27708
C 1.00426 -1.00036 0.15692
C 0.08386 -0.03414 -0.48393
N -1.23660 -0.27434 -0.27224
N 0.43743 1.83672 0.43573
H -4.35661 0.52502 -0.90628
H -3.94541 -1.05981 1.26970
H -1.73426 0.95504 -1.86421
H -1.35390 -1.57498 1.39224
H 3.11095 -1.67407 0.31642
H 2.50053 -1.03541 -1.43060
H 3.00753 0.08533 -0.01274
H 0.99448 -1.00492 1.29450
H 0.68358 -1.88532 -0.25389
H 0.37860 0.43603 -1.37186
H 1.36704 2.00540 0.06575
H 0.58360 1.83858 1.37852
H -0.18195 2.54225 0.13935


--- Q ---
22
Properties=species:S:1:pos:R:3 method="wB97M-V/def2-TZVPD" gap_ev=8.0 charge=+1
C -0.13192 1.11900 1.26467
C 0.67768 0.60409 0.33108
C 1.64006 1.46932 -0.42727
C 0.66538 -0.83446 0.07529
C 1.93256 -1.55797 -0.18939
N -0.44352 -1.53655 0.10878
C -1.81392 -1.29461 0.24665
C -2.67609 -0.28213 -0.04622
N -2.55531 0.94455 -0.57145
H -0.81158 0.51219 1.83746
H -0.08823 2.16060 1.53060
H 1.16479 1.83413 -1.33938
H 1.92550 2.33120 0.16797
H 2.53782 0.93796 -0.72033
H 1.76907 -2.63144 -0.28413
H 2.38908 -1.20039 -1.11203
H 2.64870 -1.37638 0.61546
H -0.28400 -2.54293 0.05548
H -2.30483 -2.18819 0.60067
H -3.70512 -0.52908 0.18768
H -1.66622 1.32091 -0.85705
H -3.38382 1.47921 -0.75440


--- R ---
22
Properties=species:S:1:pos:R:3 method="wB97M-V/def2-TZVPD" gap_ev=9.4 charge=+1
C -0.85678 3.02991 -0.79021
C -1.45381 3.41046 0.41858
C -0.14480 -2.56036 -0.14884
C -0.36211 -0.08235 -0.16216
C 0.97271 -2.14453 0.66207
C -0.74057 0.97732 0.90908
C 2.23682 -1.90262 -0.10329
N -0.74888 2.14922 0.39902
N -0.21452 -1.30699 0.58103
H -1.65942 2.69465 -1.51003
H 0.14810 3.41526 -1.20046
H -1.08528 4.21472 0.97037
H -2.55214 3.23901 0.49295
H 0.03383 -2.49872 -1.21523
H -0.88000 -3.38823 0.06900
H -1.15872 -0.11146 -0.83973
H 0.67645 0.07203 -0.62920
H 0.96245 -2.61621 1.57714
H 2.47038 -2.73230 -0.81884
H 3.11329 -1.65543 0.56612
H 2.07827 -0.93366 -0.65900
H -0.83526 -1.26973 1.43160


Of them, R has the lowest stability.


--- P ---
9
Properties=species:S:1:pos:R:3 method="wB97M-V/def2-TZVPD" gap_ev=11.3
O 0.82388 1.42915 1.31671
S 0.50738 0.97799 0.00737
O 0.74027 1.80468 -1.18323
C 0.54089 -0.84369 -0.05864
C -0.97655 -0.00078 -0.02488
H 0.75725 -1.30837 0.98770
H 0.65147 -1.50185 -0.91437
H -1.60753 -0.03132 -0.91423
H -1.43707 -0.52581 0.78358


--- Q ---
9
Properties=species:S:1:pos:R:3 method="wB97M-V/def2-TZVPD" gap_ev="5.6 / 5.6"
C 0.44196 1.07056 -1.21667
C -0.03765 0.62055 1.09853
O -0.26698 -1.85406 -0.77046
O -0.27598 1.26330 -0.20360
S -0.82301 -2.91301 -1.64414
H 1.23841 0.28084 -1.28592
H 0.96105 0.41548 1.14730
H -0.70153 -0.19648 1.19365
H -0.53628 1.31283 1.68131


Of them, Q has the lowest stability.